ORCA calculation (ωB97M-V with the def2-TZVPD basis set) on the ion C10H20F3N2O2 with charge +1.

The geometry in XYZ format:
```
37
Properties=species:S:1:pos:R:3:forces:R:3:nbo_charge:R:1
C 3.370071 -1.175587 0.809619 0.0 -0.1 0.1 -0.653
C 2.779607 -0.079199 -0.074137 0.0 0.1 -0.1 0.077
O 2.129022 -0.587481 -1.246899 0.1 0.0 0.0 -0.754
C 1.740310 0.845733 0.604430 -0.1 0.1 0.0 -0.229
N 0.368888 0.712391 -0.000065 0.3 0.1 0.0 -0.415
C -0.465703 1.924915 0.264987 -0.2 0.2 0.1 -0.156
C -0.483816 2.866945 -0.936198 0.0 -0.2 -0.1 0.972
F -0.491144 2.168389 -2.089763 -0.1 0.0 0.0 -0.322
F -1.566493 3.629854 -0.907553 -0.1 0.1 0.1 -0.291
F 0.595843 3.648851 -0.954009 0.1 0.0 0.0 -0.304
C -1.830428 1.366404 0.687269 0.1 0.0 -0.1 -0.087
O -1.470936 0.127397 1.258378 0.0 0.0 0.1 -0.514
C -0.545128 -0.494827 0.412376 -0.2 0.0 0.1 0.498
C 0.164634 -1.552457 1.212611 0.0 0.0 0.0 -0.668
C -1.160161 -1.033464 -0.876881 0.1 0.0 -0.1 -0.501
C -2.417991 -1.891358 -0.644269 -0.1 0.0 0.0 -0.217
N -3.697538 -1.207163 -0.737054 0.1 0.2 0.2 -0.818
H 3.358700 -2.124529 0.273997 0.0 0.0 0.0 0.241
H 4.401517 -0.944702 1.064428 0.0 0.0 0.0 0.240
H 2.825001 -1.309583 1.742552 0.0 0.0 0.0 0.217
H 3.594831 0.574725 -0.388290 0.0 0.0 -0.1 0.198
H 2.772520 -0.710534 -1.954097 0.0 -0.1 0.1 0.507
H 1.649838 0.707974 1.678742 0.1 -0.1 0.0 0.233
H 2.020008 1.880565 0.417402 0.0 0.0 0.1 0.234
H 0.539333 0.617135 -1.007616 0.0 -0.2 0.0 0.490
H -0.024553 2.467274 1.098545 0.0 0.0 0.0 0.253
H -2.527241 1.241024 -0.144701 0.1 0.1 0.0 0.203
H -2.284721 1.983945 1.455797 -0.1 0.0 0.0 0.239
H 0.928082 -2.051518 0.621250 -0.1 0.0 0.0 0.243
H -0.586386 -2.284074 1.502186 0.0 -0.1 0.0 0.263
H 0.585013 -1.147551 2.130447 0.0 0.0 0.0 0.230
H -1.411305 -0.207816 -1.551319 0.0 -0.1 0.0 0.214
H -0.387435 -1.614979 -1.383396 0.0 0.0 0.0 0.246
H -2.372621 -2.352815 0.342865 0.0 -0.1 -0.1 0.202
H -2.404156 -2.711362 -1.362598 0.0 0.0 -0.1 0.209
H -3.718823 -0.496532 -1.458099 -0.1 -0.2 -0.1 0.353
H -3.976637 -0.785990 0.139065 0.0 0.0 0.0 0.363
```
Forces are in eV/Å.

Properties
Net charge: +1
Multiplicity: 1
SMILES string: C[C@@H](O)C[N@@H+]1[C@@H](C(F)(F)F)CO[C@@]1(C)CCN
Highest occupied orbital energy, eV: -12.362
Total energy, hartree: -952.39347

***

ORCA calculation (ωB97M-V with the def2-TZVPD basis set) on a cluster of 2 separate species, C6H9Cl2N3O4 in total in a non-equilibrium geometry.

The geometry in XYZ format:
```
24
Properties=species:S:1:pos:R:3:forces:R:3:nbo_charge:R:1
C -0.828030 -1.814429 -0.794628 -3.6 -0.4 0.0 -0.084
C -2.107289 -1.785497 -0.245505 -0.1 -3.9 -1.1 -0.092
C -1.175430 0.129099 0.455329 1.1 -0.5 -0.2 0.745
C 0.951814 -0.188778 -0.874107 3.2 2.0 2.3 -0.238
C 1.937185 0.373431 1.418601 0.8 -0.4 -0.5 -0.401
C 2.019135 -0.621846 0.255935 -0.1 0.2 0.1 0.097
N -0.314603 -0.593965 -0.468223 -1.7 1.7 2.1 -0.413
N -2.262883 -0.715970 0.592517 0.0 1.0 -0.3 -0.409
N -2.403844 2.239537 -1.605891 -0.7 0.2 0.9 0.369
O -3.256723 2.434267 -0.790738 1.7 -0.1 -0.7 -0.319
O -0.985329 1.190561 1.052282 0.1 -0.9 -0.4 -0.684
O -1.094961 2.349526 -1.200483 0.1 0.9 0.9 -0.571
O 3.367501 -0.683766 -0.294583 -1.4 -0.3 -0.3 -0.743
Cl 2.592783 2.008250 0.910476 -0.1 -1.0 0.6 -0.083
Cl -3.727479 -0.271997 1.385489 1.2 -0.3 -0.6 0.226
H -0.416744 -2.560188 -1.530099 -0.4 1.3 1.1 0.252
H -2.900276 -2.592541 -0.339600 1.2 1.4 0.3 0.240
H 1.048940 0.941357 -1.096135 -0.2 -2.0 0.2 0.253
H 1.255248 -0.830225 -1.624797 0.4 -0.6 -2.4 0.217
H 1.002587 0.568503 1.868146 -1.5 0.2 -0.5 0.251
H 2.395835 -0.106543 2.254496 1.6 0.4 0.6 0.212
H 1.740602 -1.695190 0.627633 0.3 1.9 -0.6 0.180
H -0.923802 2.547952 -0.195452 -1.1 -0.7 -1.7 0.505
H 4.085754 -0.321556 0.239333 -0.7 0.2 0.3 0.489
```
Forces are in eV/Å.

Properties
Multiplicity: 1
SMILES string: O=c1n(Cl)ccn1C[C@@H](O)CCl.O=NO
Highest occupied orbital energy, eV: -8.456
Total energy, hartree: -1619.47670

***

ORCA calculation (ωB97M-V with the def2-TZVPD basis set) on a cluster of 2 separate species, C9H7ClN2O2S in total in a non-equilibrium geometry.

The geometry in XYZ format:
```
22
Properties=species:S:1:pos:R:3:forces:R:3:nbo_charge:R:1
C -1.433198 1.397357 2.186359 -0.4 1.2 -2.0 -0.171
C -0.132146 1.526882 1.833373 -0.5 0.3 1.2 -0.259
C -1.665529 -0.252616 0.447066 -2.1 2.4 2.7 0.066
C -2.267589 0.577236 1.384016 1.0 -2.2 -0.5 -0.074
C 0.523945 0.712414 0.862994 0.7 -1.0 0.6 0.607
C -2.348330 -1.319373 -0.297704 3.5 -0.8 -1.6 0.658
C 1.181149 -1.682322 -0.982356 4.8 -1.5 -0.9 -0.450
C 3.120316 1.328545 -1.790999 2.2 -1.5 -0.8 -0.447
C 0.047604 -1.301344 -0.605291 -5.6 1.9 1.5 0.323
N -1.212209 -1.863915 -0.948103 -0.2 -2.4 -1.6 -0.632
N -0.325283 -0.207425 0.262726 0.2 -0.9 -1.3 -0.365
O 1.730540 0.674896 0.690258 0.2 0.2 -0.4 -0.614
O -3.464515 -1.695237 -0.428752 -1.1 0.0 0.2 -0.527
S 2.136398 1.679974 -3.018464 0.1 -0.5 0.7 0.061
Cl -3.839865 0.145639 1.879129 -0.8 0.6 0.3 0.064
H -1.895612 2.201278 2.736068 0.0 -0.4 0.9 0.238
H 0.459865 2.179494 2.449809 0.4 0.2 -0.3 0.237
H 2.091404 -1.235017 -0.576134 -0.4 -0.2 -0.5 0.261
H 1.205002 -2.549142 -1.625457 0.3 0.0 -0.1 0.215
H 3.637054 2.129512 -1.274971 -0.4 0.1 0.5 0.186
H 3.708129 0.305603 -1.604186 -1.9 1.9 -0.4 0.193
H -1.257125 -2.752438 -1.579386 0.0 2.4 1.8 0.431
```
Forces are in eV/Å.

Properties
Multiplicity: 1
SMILES string: C=c1[nH]c(=O)c2c(Cl)ccc(=O)n12.C=S
Highest occupied orbital energy, eV: -8.616
Total energy, hartree: -1465.45834

***

For the records above, the corresponding HOMO-LUMO gap values read 9.83; 8.59; 7.78 eV.
For the records above, the corresponding LUMO values read -2.5; 0.1; -0.8 eV.